1.
Formula: C28H34MnN9O2
Source: the Open Molecules 2025 dataset
Level of theory: ωB97M-V/def2-TZVPD

As for the expectation value of S²: 8.76. As for the energy relative to the best compared isomer or geometry (same formula, charge and spin): 0.0000 eV. The value obtained for the HOMO energy (alpha / beta) is -8.37 / -8.39 eV. Its total energy is -78407.11082 eV.

Structure (ORCA input):
```
! RIJCOSX wB97M-V def2-TZVPD def2/J DEFGRID3
* xyz 1 6
Mn 2.077 0.006 -0.444
C -8.734 -1.469 2.845
O -8.413 -1.205 1.443
C -7.422 -0.360 1.113
C -6.973 0.675 1.996
C -5.925 1.501 1.585
C -5.296 1.125 0.347
C -5.804 0.187 -0.566
C -6.887 -0.570 -0.196
N -4.082 1.585 0.036
N -3.481 2.404 0.839
C -2.182 2.730 0.653
C -1.404 3.054 1.760
C -0.086 2.796 1.841
C 0.501 1.920 0.826
O 1.566 1.233 1.119
C -0.197 1.857 -0.435
N 0.465 1.236 -1.462
C -0.032 1.319 -2.672
C -1.254 1.958 -2.887
C -2.035 2.513 -1.860
C -1.493 2.435 -0.563
H -9.496 -2.250 2.843
H -9.071 -0.568 3.431
H -7.886 -1.936 3.376
H -7.492 0.821 2.943
H -5.558 2.288 2.177
H -5.249 -0.112 -1.452
H -7.242 -1.218 -1.011
H -2.009 3.266 2.648
H 0.466 3.276 2.641
H 0.497 0.899 -3.542
H -1.668 2.092 -3.903
H -3.039 2.930 -2.070
C 3.623 -2.409 -2.158
N 2.174 -1.891 -2.057
C 1.759 -1.707 -3.472
C 1.416 -3.008 -1.473
C 1.609 -3.089 0.062
N 1.200 -1.849 0.756
C -0.294 -1.718 0.805
C 1.750 -1.870 2.135
H 3.700 -3.322 -2.754
H 4.056 -2.604 -1.107
H 4.111 -1.557 -2.571
H 2.201 -2.506 -4.138
H 2.144 -0.727 -3.772
H 0.639 -1.617 -3.549
H 1.676 -3.968 -1.845
H 0.353 -2.816 -1.697
H 2.668 -3.179 0.374
H 1.100 -3.959 0.480
H -0.782 -2.499 1.402
H -0.724 -1.542 -0.178
H -0.406 -0.818 1.456
H 1.230 -2.651 2.736
H 1.631 -0.886 2.564
H 2.800 -2.095 2.079
N 6.521 0.965 1.514
C 6.396 0.318 2.718
C 5.136 -0.253 2.775
N 4.485 -0.029 1.582
C 5.343 0.746 0.872
C 4.964 1.187 -0.525
N 3.846 0.866 -1.196
C 3.880 1.523 -2.421
C 5.012 2.280 -2.483
N 5.606 2.120 -1.265
H 7.318 1.507 1.194
H 7.183 0.261 3.456
H 4.669 -0.712 3.634
H 3.033 1.487 -3.105
H 5.368 3.029 -3.211
H 6.446 2.569 -1.017
*
```

Löwdin atomic charge list, values in e, 6 entries: Mn 0.930; C -0.050; O -0.093; C -0.267; C 0.000; C 0.017

2.
Formula: C28H35AsBrIN2O2PdS2Sb
Source: the Open Molecules 2025 dataset
Level of theory: ωB97M-V/def2-TZVPD

As for the energy relative to the best compared isomer or geometry (same formula, charge and spin): 4.6785 eV. The value obtained for the HOMO energy (alpha / beta) is -16.02 / -15.98 eV. Its total energy is -207317.91062 eV.

Structure (ORCA input):
```
! RIJCOSX wB97M-V def2-TZVPD def2/J DEFGRID3
* xyz 3 1
Pd -0.529 -1.557 -0.091
S 1.512 -0.880 -1.240
Sb 1.929 0.389 0.696
C 3.924 -0.407 1.183
C 4.110 -1.352 2.168
C 5.419 -1.706 2.488
C 6.480 -1.133 1.815
C 6.260 -0.232 0.790
C 4.963 0.143 0.466
C 0.610 0.022 2.444
C -0.755 -0.186 2.225
C -1.534 -0.727 3.246
C -0.966 -1.026 4.474
C 0.371 -0.739 4.697
C 1.175 -0.226 3.681
C 2.476 2.401 0.059
C 3.004 2.596 -1.204
C 3.437 3.871 -1.548
C 3.325 4.914 -0.643
C 2.750 4.706 0.600
C 2.322 3.435 0.963
H 3.284 -1.833 2.675
H 5.591 -2.441 3.260
H 7.495 -1.395 2.087
H 7.083 0.188 0.232
H 4.795 0.861 -0.325
H -1.259 0.202 1.333
H -2.587 -0.903 3.073
H -1.567 -1.457 5.262
H 0.811 -0.949 5.659
H 2.221 -0.025 3.882
H 3.074 1.786 -1.923
H 3.869 4.037 -2.523
H 3.695 5.894 -0.907
H 2.659 5.519 1.302
H 1.898 3.259 1.943
O -0.267 1.247 -0.329
S -0.687 2.718 -0.275
C -0.571 3.364 -1.979
C -1.655 4.430 -2.031
C -2.851 3.981 -1.160
C -2.501 2.684 -0.444
H -0.769 2.528 -2.651
H 0.426 3.758 -2.164
H -1.963 4.598 -3.062
H -1.261 5.375 -1.659
H -3.742 3.827 -1.765
H -3.085 4.764 -0.440
H -2.718 1.789 -1.030
H -2.958 2.600 0.538
I -1.437 -7.556 -1.417
C -0.810 -5.604 -1.854
C 0.070 -5.178 -2.842
N 0.175 -3.852 -2.718
N -0.589 -3.385 -1.725
C -1.191 -4.433 -1.181
H 0.590 -5.750 -3.583
H 0.728 -3.224 -3.291
H -1.847 -4.351 -0.331
C -4.621 -3.466 -0.262
As -4.028 -1.756 -0.965
C -3.776 -1.835 -2.892
C -5.415 -0.459 -0.538
O -2.648 -1.206 -0.197
H -5.694 -3.530 -0.434
H -4.434 -3.505 0.813
H -4.137 -4.305 -0.759
H -4.743 -1.970 -3.371
H -3.124 -2.666 -3.161
H -3.334 -0.897 -3.232
H -6.374 -0.864 -0.857
H -5.235 0.485 -1.056
H -5.440 -0.287 0.541
Br 0.568 -3.118 1.466
*
```

Löwdin atomic charge list, values in e, 6 entries: Pd 0.588; S 0.303; Sb 1.385; C -0.340; C -0.134; C -0.047

3.
Formula: C28H35BBrF9IN8OS3Ti
Source: the Open Molecules 2025 dataset
Level of theory: ωB97M-V/def2-TZVPD

As for the expectation value of S²: 0.75. As for the energy relative to the best compared isomer or geometry (same formula, charge and spin): 1.1906 eV. The value obtained for the HOMO energy (alpha / beta) is -7.39 / -7.41 eV. Its total energy is -202479.72983 eV.

Structure (ORCA input):
```
! RIJCOSX wB97M-V def2-TZVPD def2/J DEFGRID3
* xyz 0 2
Ti 0.042 0.825 -0.161
C -7.485 -1.491 -2.228
C -6.212 -1.434 -3.070
C -6.420 -0.414 -4.196
C -5.973 -2.821 -3.681
C -4.990 -1.030 -2.250
C -3.748 -0.939 -2.875
C -2.643 -0.580 -2.144
Br -0.982 -0.494 -3.037
C -2.711 -0.296 -0.774
O -1.559 0.010 -0.125
C -3.943 -0.362 -0.120
C -5.046 -0.737 -0.901
C -4.233 -0.098 1.365
C -3.048 0.371 2.206
C -5.317 0.985 1.481
C -4.753 -1.406 1.981
H -8.321 -1.786 -2.863
H -7.726 -0.521 -1.792
H -7.406 -2.220 -1.421
H -7.300 -0.679 -4.785
H -5.565 -0.381 -4.871
H -6.565 0.589 -3.794
H -6.840 -3.131 -4.266
H -5.803 -3.565 -2.901
H -5.107 -2.824 -4.342
H -3.635 -1.144 -3.929
H -5.999 -0.809 -0.402
H -2.630 1.303 1.830
H -2.257 -0.373 2.264
H -3.422 0.551 3.217
H -4.982 1.914 1.020
H -5.514 1.177 2.537
H -6.259 0.693 1.022
H -3.986 -2.179 1.952
H -5.636 -1.775 1.461
H -5.017 -1.247 3.027
C -0.833 -5.766 0.359
C 0.241 -4.796 0.049
N 1.495 -5.075 -0.149
N 2.067 -3.871 -0.381
C 1.200 -2.849 -0.336
S 1.680 -1.233 -0.554
N 0.023 -3.447 -0.057
N -1.239 -2.835 0.013
H -0.400 -6.761 0.417
H -1.603 -5.751 -0.413
H -1.299 -5.533 1.318
H 3.058 -3.787 -0.526
H -1.789 -3.429 0.633
H -1.094 -1.983 0.576
F -1.793 -1.831 8.003
C -1.335 -1.726 6.753
C -0.206 -0.973 6.480
F 0.430 -0.346 7.475
C 0.264 -0.873 5.182
F 1.377 -0.149 4.997
C -0.363 -1.490 4.099
S 0.231 -1.357 2.452
C -1.483 -2.257 4.422
F -2.130 -2.944 3.465
C -1.972 -2.380 5.710
F -3.051 -3.130 5.956
I 2.709 5.075 -3.931
C 2.227 3.298 -3.037
C 2.788 2.059 -3.272
N 2.162 1.189 -2.472
N 1.219 1.792 -1.727
C 1.250 3.077 -2.062
H 3.566 1.745 -3.944
H 2.289 0.188 -2.380
H 0.574 3.780 -1.601
C -0.770 2.635 4.062
N 0.149 1.985 3.155
C 1.067 2.596 2.444
N 1.277 3.908 2.606
S 2.036 1.737 1.304
H -1.268 1.865 4.645
H -1.525 3.208 3.519
H -0.239 3.286 4.762
H 0.109 0.959 3.037
H 0.679 4.476 3.182
H 1.898 4.363 1.961
F -1.498 4.480 -0.815
B -1.819 3.177 -0.550
F -1.590 2.344 -1.653
F -3.050 3.007 -0.003
F -0.791 2.682 0.434
*
```

Löwdin atomic charge list, values in e, 6 entries: Ti 0.719; C -0.064; C -0.558; C -0.044; C -0.046; C -0.160

Question: Which value of energy relative to the best compared isomer or geometry (same formula, charge and spin) does entry 1 give?
Answer: 0.0000 eV

Question: What is the formula in the second record?
Answer: C28H35AsBrIN2O2PdS2Sb

Question: energy relative to the best compared isomer or geometry (same formula, charge and spin) of number 2 (C28H35AsBrIN2O2PdS2Sb)?
Answer: 4.6785 eV

What did the third record say?
Formula: C28H35BBrF9IN8OS3Ti
Source: the Open Molecules 2025 dataset
Level of theory: ωB97M-V/def2-TZVPD

As for the expectation value of S²: 0.75. As for the energy relative to the best compared isomer or geometry (same formula, charge and spin): 1.1906 eV. The value obtained for the HOMO energy (alpha / beta) is -7.39 / -7.41 eV. Its total energy is -202479.72983 eV.

Structure (ORCA input):
```
! RIJCOSX wB97M-V def2-TZVPD def2/J DEFGRID3
* xyz 0 2
Ti 0.042 0.825 -0.161
C -7.485 -1.491 -2.228
C -6.212 -1.434 -3.070
C -6.420 -0.414 -4.196
C -5.973 -2.821 -3.681
C -4.990 -1.030 -2.250
C -3.748 -0.939 -2.875
C -2.643 -0.580 -2.144
Br -0.982 -0.494 -3.037
C -2.711 -0.296 -0.774
O -1.559 0.010 -0.125
C -3.943 -0.362 -0.120
C -5.046 -0.737 -0.901
C -4.233 -0.098 1.365
C -3.048 0.371 2.206
C -5.317 0.985 1.481
C -4.753 -1.406 1.981
H -8.321 -1.786 -2.863
H -7.726 -0.521 -1.792
H -7.406 -2.220 -1.421
H -7.300 -0.679 -4.785
H -5.565 -0.381 -4.871
H -6.565 0.589 -3.794
H -6.840 -3.131 -4.266
H -5.803 -3.565 -2.901
H -5.107 -2.824 -4.342
H -3.635 -1.144 -3.929
H -5.999 -0.809 -0.402
H -2.630 1.303 1.830
H -2.257 -0.373 2.264
H -3.422 0.551 3.217
H -4.982 1.914 1.020
H -5.514 1.177 2.537
H -6.259 0.693 1.022
H -3.986 -2.179 1.952
H -5.636 -1.775 1.461
H -5.017 -1.247 3.027
C -0.833 -5.766 0.359
C 0.241 -4.796 0.049
N 1.495 -5.075 -0.149
N 2.067 -3.871 -0.381
C 1.200 -2.849 -0.336
S 1.680 -1.233 -0.554
N 0.023 -3.447 -0.057
N -1.239 -2.835 0.013
H -0.400 -6.761 0.417
H -1.603 -5.751 -0.413
H -1.299 -5.533 1.318
H 3.058 -3.787 -0.526
H -1.789 -3.429 0.633
H -1.094 -1.983 0.576
F -1.793 -1.831 8.003
C -1.335 -1.726 6.753
C -0.206 -0.973 6.480
F 0.430 -0.346 7.475
C 0.264 -0.873 5.182
F 1.377 -0.149 4.997
C -0.363 -1.490 4.099
S 0.231 -1.357 2.452
C -1.483 -2.257 4.422
F -2.130 -2.944 3.465
C -1.972 -2.380 5.710
F -3.051 -3.130 5.956
I 2.709 5.075 -3.931
C 2.227 3.298 -3.037
C 2.788 2.059 -3.272
N 2.162 1.189 -2.472
N 1.219 1.792 -1.727
C 1.250 3.077 -2.062
H 3.566 1.745 -3.944
H 2.289 0.188 -2.380
H 0.574 3.780 -1.601
C -0.770 2.635 4.062
N 0.149 1.985 3.155
C 1.067 2.596 2.444
N 1.277 3.908 2.606
S 2.036 1.737 1.304
H -1.268 1.865 4.645
H -1.525 3.208 3.519
H -0.239 3.286 4.762
H 0.109 0.959 3.037
H 0.679 4.476 3.182
H 1.898 4.363 1.961
F -1.498 4.480 -0.815
B -1.819 3.177 -0.550
F -1.590 2.344 -1.653
F -3.050 3.007 -0.003
F -0.791 2.682 0.434
*
```

Löwdin atomic charge list, values in e, 6 entries: Ti 0.719; C -0.064; C -0.558; C -0.044; C -0.046; C -0.160